Record 1
A structure of composition C41H41BiF4N5O5S, computed with wB97M-V/def2-TZVPD.

CARTESIAN COORDINATES (ANGSTROEM)
Bi (0.503, 1.526, -1.188)
C (-3.483, 3.018, 2.773)
C (-2.698, 1.881, 3.420)
N (-1.375, 1.681, 2.849)
C (-0.753, 0.483, 3.389)
C (0.391, -0.058, 2.542)
C (-0.545, 2.886, 2.932)
C (-0.240, 3.567, 1.590)
N (0.835, 2.881, 0.889)
C (2.042, 3.459, 0.710)
C (3.171, 2.601, 0.569)
F (2.983, 1.277, 0.789)
C (4.445, 3.032, 0.300)
F (5.427, 2.120, 0.185)
C (4.751, 4.374, 0.187)
C (3.695, 5.244, 0.373)
F (3.925, 6.569, 0.276)
C (2.406, 4.832, 0.631)
F (1.480, 5.811, 0.747)
H (-4.538, 2.944, 3.044)
H (-3.122, 3.999, 3.087)
H (-3.401, 2.950, 1.689)
H (-2.637, 2.064, 4.511)
H (-3.256, 0.951, 3.284)
H (-0.407, 0.647, 4.428)
H (-1.535, -0.279, 3.445)
H (1.220, 0.647, 2.475)
H (0.761, -0.999, 2.964)
H (0.044, -0.248, 1.524)
H (-1.041, 3.618, 3.584)
H (0.413, 2.652, 3.409)
H (-1.150, 3.570, 0.983)
H (0.003, 4.606, 1.808)
H (5.745, 4.725, -0.043)
O (-0.100, 1.227, -5.535)
C (-0.466, 1.406, -4.377)
O (0.063, 0.834, -3.349)
C (-1.702, 2.261, -4.159)
C (-2.749, 2.039, -5.056)
C (-3.946, 2.725, -4.967)
C (-4.109, 3.680, -3.969)
C (-3.077, 3.925, -3.082)
C (-1.863, 3.228, -3.160)
S (-0.623, 3.703, -1.984)
H (-2.589, 1.309, -5.839)
H (-4.744, 2.527, -5.673)
H (-5.037, 4.235, -3.885)
H (-3.189, 4.667, -2.299)
C (-0.784, -3.592, 2.826)
O (0.001, -3.527, 1.650)
C (0.168, -4.663, 0.934)
C (-0.185, -5.924, 1.399)
C (0.078, -7.062, 0.647)
C (0.696, -6.942, -0.585)
C (1.016, -5.682, -1.069)
C (0.757, -4.527, -0.336)
N (1.149, -3.299, -0.887)
C (0.623, -2.020, -0.772)
N (-0.704, -1.967, -0.527)
C (-1.642, -0.918, -0.481)
C (-1.436, 0.465, -0.610)
C (-2.558, 1.288, -0.503)
C (-3.839, 0.804, -0.293)
C (-4.033, -0.562, -0.173)
C (-2.946, -1.400, -0.269)
O (-3.100, -2.774, -0.120)
C (-3.784, -3.398, -1.199)
N (1.330, -0.979, -1.014)
C (2.709, -1.047, -1.272)
C (3.178, -0.606, -2.507)
C (4.541, -0.552, -2.774)
C (5.446, -0.927, -1.797)
C (4.997, -1.354, -0.551)
C (3.637, -1.416, -0.284)
O (3.112, -1.764, 0.922)
C (3.994, -1.801, 2.022)
H (-0.895, -2.568, 3.169)
H (-0.292, -4.182, 3.605)
H (-1.771, -4.012, 2.619)
H (-0.641, -6.028, 2.374)
H (-0.194, -8.035, 1.035)
H (0.908, -7.820, -1.183)
H (1.474, -5.572, -2.046)
H (2.024, -3.312, -1.385)
H (-1.150, -2.859, -0.387)
H (-2.421, 2.360, -0.590)
H (-4.676, 1.489, -0.216)
H (-5.016, -0.983, 0.008)
H (-4.754, -2.934, -1.380)
H (-3.929, -4.440, -0.921)
H (-3.194, -3.343, -2.118)
H (2.442, -0.304, -3.248)
H (4.887, -0.202, -3.738)
H (6.511, -0.865, -1.983)
H (5.717, -1.607, 0.217)
H (3.376, -1.984, 2.898)
H (4.519, -0.849, 2.140)
H (4.727, -2.607, 1.931)

## Properties
2S+1: 1
DFT total energy, Ha: -3249.262267
Total charge: -1
Orbital gap, eV: 6.59
Highest occupied orbital energy, eV: -4.46

***

Record 2
A structure of composition C41H41KN12OP, computed with wB97M-V/def2-TZVPD.

CARTESIAN COORDINATES (ANGSTROEM)
K (0.212, -0.469, 0.015)
C (-1.102, 4.500, 1.159)
C (-0.557, 4.718, 2.413)
C (-0.352, 3.630, 3.240)
C (-0.693, 2.357, 2.788)
N (-1.196, 2.140, 1.572)
C (-1.398, 3.197, 0.791)
C (-0.525, 1.177, 3.684)
C (-0.604, 1.343, 5.066)
C (-0.480, 0.238, 5.882)
C (-0.303, -1.003, 5.297)
C (-0.258, -1.086, 3.910)
N (-0.354, -0.017, 3.115)
C (-0.179, -2.424, 3.257)
C (0.522, -3.473, 3.845)
C (0.483, -4.721, 3.247)
C (-0.256, -4.882, 2.089)
C (-0.898, -3.771, 1.562)
N (-0.858, -2.564, 2.117)
H (-1.301, 5.317, 0.478)
H (-0.297, 5.715, 2.744)
H (0.090, 3.766, 4.217)
H (-1.819, 2.991, -0.186)
H (-0.816, 2.313, 5.489)
H (-0.556, 0.337, 6.957)
H (-0.251, -1.899, 5.899)
H (1.095, -3.309, 4.748)
H (1.022, -5.553, 3.682)
H (-0.329, -5.839, 1.592)
H (-1.470, -3.843, 0.647)
C (-0.699, 3.904, -4.488)
N (-1.049, 2.901, -3.494)
C (-2.294, 2.371, -3.315)
C (-2.170, 1.447, -2.314)
N (-0.878, 1.400, -1.881)
C (-0.215, 2.278, -2.607)
P (1.562, 2.678, -2.553)
C (1.893, 2.871, -0.777)
N (1.783, 1.981, 0.191)
C (2.256, 2.587, 1.314)
C (2.654, 3.864, 1.029)
N (2.422, 4.041, -0.304)
C (2.673, 5.268, -1.042)
C (2.305, 1.053, -2.863)
N (2.190, -0.037, -2.130)
C (2.979, -0.975, -2.728)
C (3.577, -0.448, -3.838)
N (3.150, 0.844, -3.920)
C (3.496, 1.769, -4.987)
H (-1.617, 4.283, -4.930)
H (-0.081, 3.471, -5.274)
H (-0.161, 4.728, -4.026)
H (-3.137, 2.691, -3.903)
H (-2.937, 0.823, -1.886)
H (2.284, 2.082, 2.266)
H (3.071, 4.645, 1.640)
H (3.119, 5.989, -0.363)
H (1.744, 5.680, -1.432)
H (3.359, 5.088, -1.867)
H (3.094, -1.964, -2.318)
H (4.261, -0.866, -4.557)
H (4.463, 1.487, -5.394)
H (3.559, 2.781, -4.596)
H (2.753, 1.739, -5.784)
O (-1.414, -2.277, -1.299)
C (-1.651, -3.354, -2.194)
C (-0.534, -4.377, -2.073)
C (0.867, -3.746, -2.236)
C (1.743, -3.901, -1.018)
C (2.506, -5.049, -0.827)
C (3.302, -5.158, 0.301)
C (3.318, -4.114, 1.211)
C (2.525, -3.010, 0.944)
N (1.753, -2.898, -0.133)
H (-2.253, -1.965, -0.909)
H (-1.697, -2.973, -3.221)
H (-2.612, -3.832, -1.976)
H (-0.693, -5.150, -2.828)
H (-0.604, -4.877, -1.105)
H (0.765, -2.680, -2.440)
H (1.376, -4.193, -3.091)
H (2.479, -5.839, -1.566)
H (3.907, -6.042, 0.461)
H (3.929, -4.146, 2.102)
H (2.501, -2.172, 1.631)
N (-3.698, 1.554, 4.030)
C (-3.962, 1.043, 3.036)
C (-4.296, 0.399, 1.795)
C (-5.537, 0.586, 1.200)
C (-5.800, -0.066, 0.008)
C (-4.813, -0.872, -0.536)
N (-3.622, -1.054, 0.034)
C (-3.361, -0.434, 1.180)
H (-6.275, 1.225, 1.666)
H (-6.753, 0.043, -0.491)
H (-4.985, -1.394, -1.471)
H (-2.391, -0.612, 1.629)

## Properties
2S+1: 1
DFT total energy, Ha: -3260.520240
Total charge: +1
Orbital gap, eV: 8.77
Highest occupied orbital energy, eV: -10.58

***

Record 3
A structure of composition C41H42AsNO2PdS2Si, computed with wB97M-V/def2-TZVPD.

CARTESIAN COORDINATES (ANGSTROEM)
Pd (-0.405, 0.528, -0.324)
C (-3.154, 0.227, 2.023)
Si (-1.491, 0.538, 2.827)
C (-1.281, -0.952, 3.943)
C (-1.677, 2.084, 3.870)
N (-0.145, 0.707, 1.740)
C (1.172, 0.835, 2.147)
C (1.562, 0.893, 3.501)
C (2.890, 1.011, 3.896)
C (3.899, 1.089, 2.952)
C (3.550, 1.056, 1.606)
C (2.228, 0.927, 1.230)
O (1.847, 0.972, -0.122)
C (2.759, 0.620, -1.113)
C (3.453, -0.573, -1.058)
C (4.292, -0.912, -2.109)
C (4.434, -0.063, -3.203)
C (3.718, 1.127, -3.241)
C (2.875, 1.471, -2.190)
H (-3.928, 0.690, 2.649)
H (-3.347, -0.847, 2.002)
H (-3.276, 0.604, 1.004)
H (-2.137, -1.029, 4.627)
H (-0.367, -0.935, 4.543)
H (-1.264, -1.861, 3.330)
H (-2.603, 2.062, 4.459)
H (-1.703, 2.971, 3.227)
H (-0.842, 2.207, 4.569)
H (0.794, 0.839, 4.260)
H (3.130, 1.044, 4.954)
H (4.937, 1.185, 3.245)
H (4.317, 1.131, 0.845)
H (3.324, -1.238, -0.215)
H (4.829, -1.854, -2.075)
H (5.092, -0.331, -4.020)
H (3.807, 1.791, -4.095)
H (2.287, 2.383, -2.209)
S (-0.022, 0.046, -2.554)
C (-1.254, -1.071, -3.142)
C (-1.513, -1.120, -4.512)
C (-2.451, -2.007, -5.024)
C (-3.142, -2.861, -4.179)
C (-2.878, -2.829, -2.814)
C (-1.934, -1.950, -2.299)
As (-1.498, -1.794, -0.413)
C (0.181, -2.778, -0.309)
C (0.567, -3.720, -1.257)
C (1.745, -4.436, -1.083)
C (2.531, -4.230, 0.048)
C (2.149, -3.288, 0.995)
C (0.982, -2.554, 0.810)
C (-2.654, -3.121, 0.378)
C (-4.024, -2.862, 0.417)
C (-4.886, -3.774, 1.005)
C (-4.378, -4.936, 1.578)
C (-3.012, -5.180, 1.558)
C (-2.145, -4.270, 0.964)
H (-0.978, -0.444, -5.169)
H (-2.654, -2.016, -6.089)
H (-3.881, -3.550, -4.571)
H (-3.405, -3.504, -2.153)
H (-0.048, -3.891, -2.131)
H (2.047, -5.165, -1.827)
H (3.438, -4.806, 0.190)
H (2.761, -3.113, 1.873)
H (0.690, -1.809, 1.544)
H (-4.416, -1.955, -0.025)
H (-5.951, -3.577, 1.024)
H (-5.048, -5.648, 2.044)
H (-2.614, -6.080, 2.012)
H (-1.081, -4.466, 0.947)
C (3.159, 5.714, -1.608)
C (1.917, 4.974, -1.177)
C (1.698, 4.655, 0.161)
C (0.570, 3.942, 0.549)
C (-0.336, 3.542, -0.420)
C (-0.140, 3.838, -1.762)
C (0.981, 4.560, -2.129)
S (-1.850, 2.750, 0.087)
C (-2.855, 4.243, 0.102)
O (-2.356, 1.952, -1.096)
H (3.756, 6.019, -0.749)
H (2.906, 6.606, -2.186)
H (3.783, 5.079, -2.241)
H (2.420, 4.966, 0.911)
H (0.409, 3.677, 1.591)
H (-0.856, 3.483, -2.497)
H (1.145, 4.801, -3.175)
H (-2.809, 4.706, -0.887)
H (-2.466, 4.915, 0.873)
H (-3.876, 3.936, 0.342)

## Properties
2S+1: 1
DFT total energy, Ha: -5242.325057
Orbital gap (spin up / spin down), eV: 6.05 / 6.05
Highest occupied orbital energy (spin up / spin down), eV: -6.94 / -6.94